Record 1
Computed, not measured: 3 unconnected molecules or ions with the total composition C6H14O in a non-equilibrium geometry, with ωB97M-V/def2-TZVPD.

As for the total energy: -8492.27416 eV.

Geometry (Å):
C  0.2110  -2.5646  -2.0008
C  0.9899  -1.7325  -1.0585
C  0.4561  -0.3482  -1.0303
C  0.9020  0.5272  0.1490
C  -0.3625  1.0518  0.7930
O  -0.0180  1.8811  1.8684
C  -1.1481  2.3875  2.5232
H  0.2432  -2.2458  -3.0437
H  -1.0325  -1.8720  -1.6441
H  0.3998  -3.6574  -1.9221
H  1.1109  -2.1983  -0.0702
H  1.9597  -1.3129  -1.3896
H  0.5670  0.1377  -2.0057
H  -1.0178  -0.7819  -1.2379
H  1.5400  1.3847  -0.1208
H  1.4694  -0.0444  0.9028
H  -0.9549  1.6016  0.0406
H  -0.9767  0.1959  1.1230
H  -1.7710  2.9944  1.8470
H  -0.7946  3.0170  3.3422
H  -1.7728  1.5788  2.9343

Cartesian forces, eV/Å:
-1.83 0.75 0.27
0.73 0.68 -0.14
-2.65 -0.06 0.04
-0.49 -0.02 -0.07
-0.08 -0.04 -0.07
0.05 0.07 0.09
-0.24 0.17 0.23
0.22 -0.02 0.07
2.20 -2.67 -0.90
-0.71 0.74 0.04
-0.13 0.30 -0.24
0.60 -1.38 -0.20
0.01 -0.04 0.21
2.63 1.75 1.07
-0.27 -0.32 -0.21
-0.26 -0.02 -0.35
0.05 -0.02 0.17
0.05 0.19 0.05
0.10 -0.08 0.08
-0.09 -0.06 -0.08
0.09 0.10 -0.05



Record 2
Computed, not measured: 2 unconnected molecules or ions with the total composition C6H14O, with ωB97M-V/def2-TZVPD.

As for the total energy: -8492.37775 eV.

Geometry (Å):
C  -3.3217  0.1440  -0.7669
C  -2.2283  -0.3358  0.1811
C  -0.8334  -0.1503  -0.4084
C  0.2813  -0.6151  0.5362
C  1.6420  -0.4740  -0.0521
O  2.4663  0.3550  0.4989
C  3.6581  0.6945  0.0601
H  -4.3200  0.0097  -0.3378
H  -3.2811  -0.4065  -1.7138
H  -3.1943  1.2080  -0.9966
H  -2.2979  0.2097  1.1321
H  -2.3852  -1.3958  0.4229
H  -0.7556  -0.7004  -1.3567
H  -0.6678  0.9070  -0.6536
H  0.0999  -1.6649  0.8099
H  0.2387  -0.0329  1.4647
H  2.0327  -1.1258  -0.8295
H  1.8776  0.9883  -1.8012
H  4.1715  0.0180  -0.6166
H  4.1873  1.3461  0.7390
H  2.5525  1.3221  -1.6425

Cartesian forces, eV/Å:
-0.05 0.03 -0.06
-0.01 -0.03 0.06
-0.01 0.02 -0.07
0.01 -0.01 0.07
-0.08 -0.25 -0.15
-0.22 0.14 0.22
0.47 -0.01 0.05
0.14 0.01 -0.07
-0.04 0.08 0.12
-0.03 -0.14 0.02
0.03 -0.07 -0.12
0.03 0.13 -0.03
-0.03 0.06 0.12
-0.04 -0.12 0.03
0.01 0.11 -0.03
0.05 -0.07 -0.11
-0.08 0.05 0.07
0.10 0.08 -0.01
-0.10 0.09 0.07
-0.02 -0.06 -0.10
-0.16 -0.03 -0.09



Record 3
Computed, not measured: C6H14O in the gas phase, with ωB97M-V/def2-TZVPD.

As for the total energy: -8496.46853 eV. As for the SMILES: CCCCCCO.

Geometry (Å):
C  2.4619  2.1301  -1.0156
C  1.5226  0.9538  -1.2807
C  0.5188  0.7360  -0.1479
C  -0.4325  -0.4480  -0.3435
C  -1.2639  -0.7212  0.9125
C  -2.1049  -2.0010  0.8710
O  -2.2516  -2.5835  2.1556
H  3.1896  2.2543  -1.8247
H  3.0246  1.9850  -0.0854
H  1.9042  3.0690  -0.9202
H  0.9875  1.1168  -2.2258
H  2.1188  0.0416  -1.4186
H  1.0771  0.5846  0.7876
H  -0.0722  1.6518  -0.0027
H  0.1520  -1.3493  -0.5773
H  -1.0851  -0.2673  -1.2097
H  -0.5757  -0.8289  1.7616
H  -1.9052  0.1462  1.1314
H  -3.0910  -1.8127  0.4178
H  -1.6119  -2.7660  0.2611
H  -2.5632  -1.8913  2.7533

Cartesian forces, eV/Å:
0.03 0.05 0.02
-0.03 -0.06 -0.05
-0.01 0.04 0.06
0.02 -0.03 -0.05
0.06 0.00 0.06
0.07 0.09 -0.36
-0.19 0.19 0.24
-0.12 -0.02 0.10
-0.10 0.00 -0.12
0.06 -0.13 -0.01
0.04 -0.03 0.12
-0.11 0.09 0.03
-0.07 0.02 -0.11
0.09 -0.09 -0.02
-0.06 0.13 0.02
0.09 -0.02 0.12
-0.05 0.02 -0.11
0.11 -0.14 -0.01
0.17 -0.01 0.05
-0.01 0.14 0.08
0.02 -0.21 -0.05



Record 4
Computed, not measured: 2 unconnected molecules or ions with the total composition C6H14O in a non-equilibrium geometry, with ωB97M-V/def2-TZVPD.

As for the total energy: -8495.97337 eV. As for the SMILES: C/C=C(\C)CC.O.

Geometry (Å):
C  0.0890  -0.3789  -1.7080
C  0.1106  -0.6913  -0.2486
C  -0.3929  0.0738  0.7098
C  -1.1890  1.3357  0.4944
C  -0.3016  -0.3586  2.1547
C  -1.5137  -1.1406  2.6398
H  -0.1332  0.6626  -1.9370
H  1.0812  -0.4908  -2.1661
H  -0.6289  -0.9359  -2.3079
H  0.5188  -1.6614  0.0013
H  -2.2475  1.0870  0.5587
H  -1.0182  1.8073  -0.4678
H  -0.9581  2.0661  1.2657
H  -0.1201  0.5229  2.7638
H  0.5634  -1.0079  2.3080
H  -1.3304  -1.5953  3.6134
H  -1.7574  -1.9316  1.9382
H  -2.4644  -0.5907  2.7010
O  4.0420  0.8356  -3.8489
H  4.2012  0.8257  -4.7991
H  3.4494  1.5664  -3.6653

Cartesian forces, eV/Å:
0.48 0.71 -0.76
-0.32 0.09 -0.57
-0.12 -0.02 0.46
0.27 -0.18 -0.10
0.11 -0.23 -0.09
-0.82 -0.01 0.06
-0.22 0.15 0.35
-0.14 -0.44 0.14
0.00 -0.41 0.15
0.29 -0.01 0.24
-0.16 0.12 0.07
0.01 -0.04 -0.12
-0.06 0.09 0.12
-0.08 0.13 0.25
0.08 0.05 -0.20
-0.02 0.04 0.03
0.27 -0.36 -0.13
0.43 0.32 0.12
0.19 -0.27 0.02
-0.13 0.15 0.14
-0.06 0.12 -0.15



Record 5
Computed, not measured: 2 unconnected molecules or ions with the total composition C6H14O2 in a non-equilibrium geometry, with ωB97M-V/def2-TZVPD.

Its charge is -1. As for the spin multiplicity: 2. As for the total energy: -10541.64415 eV. Its expectation value of S² is 0.750.

Geometry (Å):
C  -2.5890  -0.6757  0.6659
O  -3.0801  -1.1783  1.9293
C  -1.5743  0.4785  0.8438
C  -0.2458  -0.0976  1.3467
C  0.7659  -0.2088  0.2483
C  2.0339  0.1775  0.2484
C  2.9452  -0.1412  -0.8919
H  -3.4841  -0.2589  0.1973
H  -2.1450  -1.5226  0.1456
H  -2.4481  -0.9136  2.6021
H  -2.0324  1.1472  1.5689
H  -1.5728  0.9549  -0.1333
H  -0.3428  -1.0772  1.8269
H  0.1644  0.5855  2.1047
H  0.3458  -0.5791  -0.6917
H  2.4649  0.5654  1.1695
H  3.0467  -1.2002  -1.1068
H  2.5953  0.4306  -1.7626
H  4.0149  0.1070  -0.8141
H  0.8194  0.9508  -3.7817
H  0.0951  0.9498  -2.4611
O  0.2229  1.5062  -3.2540

Cartesian forces, eV/Å:
-0.34 0.70 0.87
0.18 0.10 0.03
-1.22 -1.89 0.14
0.95 1.32 0.04
-0.48 0.20 -0.62
0.46 -0.97 0.84
0.85 0.54 -0.66
0.18 -0.40 -0.46
-0.08 0.17 -0.48
0.04 -0.09 0.08
0.06 0.31 0.05
0.71 0.32 0.00
-0.37 0.03 -0.03
0.02 -0.25 0.05
0.21 -0.29 0.14
-0.06 0.24 -0.04
-0.73 -0.15 -0.23
0.04 -0.51 -0.24
-0.34 0.55 0.61
0.10 -0.08 -0.23
-0.12 0.11 -0.12
-0.05 0.04 0.25



Which value of total energy does entry 2 give?
-8492.37775 eV